No. 1
{
  "formula": "C30H59BrN6O11",
  "method": "ωB97M-V with the def2-TZVPD basis set",
  "species": ["Br", "O", "O", "O", "O", "O", "O", "O", "O", "O", "O", "O", "N", "N", "N", "N", "N", "N", "C", "C", "C", "C", "C", "C", "C", "C", "C", "C", "C", "C", "C", "C", "C", "C", "C", "C", "C", "C", "C", "C", "C", "C", "C", "C", "C", "C", "C", "C", "H", "H", "H", "H", "H", "H", "H", "H", "H", "H", "H", "H", "H", "H", "H", "H", "H", "H", "H", "H", "H", "H", "H", "H", "H", "H", "H", "H", "H", "H", "H", "H", "H", "H", "H", "H", "H", "H", "H", "H", "H", "H", "H", "H", "H", "H", "H", "H", "H", "H", "H", "H", "H", "H", "H", "H", "H", "H", "H"],
  "positions_angstrom": [[2.17171, -0.72639, -6.86981], [-4.16932, 4.04254, 8.45899], [0.06513, -2.35254, 2.03367], [-1.95278, -1.76140, 1.29984], [-0.06072, 2.21889, 6.28917], [-0.16323, -0.35666, -5.45914], [1.71081, 1.16202, -2.19526], [-1.41548, 3.76553, -5.36115], [3.08024, 4.04675, -5.14524], [0.13507, -2.10203, -2.47450], [4.20765, 2.16263, 1.91459], [-2.15171, -6.69171, -1.11986], [2.84571, 0.94254, 3.26027], [-0.78438, -7.90625, -2.45325], [5.23172, 3.57368, -4.59258], [-2.04716, 1.11871, 6.22392], [-1.07187, 3.22831, -7.53678], [-4.38968, 2.86981, 10.38618], [-1.24195, -2.13334, -2.87563], [-4.81266, 3.73529, 9.44509], [-1.17178, 4.09169, -6.50740], [1.84900, -0.10294, 3.39301], [-1.99266, -3.52775, -0.83299], [0.93281, 0.19203, -2.86945], [-0.76920, -3.47120, 0.08684], [-1.77098, -7.76471, -1.54981], [0.52092, -0.88881, -1.85095], [-3.48628, 1.17026, 6.37990], [-0.35892, -9.20340, -2.93817], [-1.25634, 1.81389, -7.25170], [6.58566, 3.31180, -5.03389], [-1.27171, 2.20716, 6.41041], [3.29233, 1.63970, 4.45447], [-1.40976, -0.13414, 5.86035], [4.23282, 3.82117, -5.46029], [3.36715, 1.29384, 2.07032], [-0.12991, -6.70724, -2.95169], [-0.78126, 3.65939, -8.88590], [2.57985, -1.51071, -0.27714], [-0.81805, -2.49473, 1.22438], [1.00019, -0.46837, -5.30278], [1.76217, -0.39066, -4.01795], [1.66432, -1.21980, -0.99100], [-2.22731, -2.30527, -1.72120], [-3.07062, 2.28541, 10.22486], [1.28168, 2.48907, -2.44219], [4.93432, 3.56794, -3.16805], [-5.20122, 2.50588, 11.52901], [-1.32818, -2.99073, -3.53998], [4.18183, 2.80983, -2.94903], [3.08290, 2.70590, 4.37142], [-4.69520, 2.77310, 12.45870], [-3.20402, -2.42834, -2.19624], [-3.00901, 1.74831, 9.27737], [-2.30931, 3.06573, 10.21456], [-1.78885, -1.09472, 1.98579], [5.84043, 3.35126, -2.60904], [-2.86568, 1.59398, 11.03816], [-0.52388, 1.49484, -6.52087], [0.14663, 3.20548, -9.24104], [-3.80272, 0.48189, 7.16816], [2.62406, 0.24663, -4.20400], [0.94192, 0.31485, 3.83272], [-0.94997, -9.98409, -2.46414], [0.04778, 0.68155, -3.27464], [0.69412, -9.37191, -2.70498], [6.63246, 3.35246, -6.12030], [-3.78867, 2.17967, 6.65477], [-0.69875, -0.43151, 6.63217], [0.31694, 2.71821, -1.98245], [-3.98547, 0.88881, 5.45006], [-5.82004, 4.13770, 9.64474], [6.90987, 2.32176, -4.70686], [3.27472, -2.01274, 0.35150], [-2.31457, -1.39356, -1.13487], [0.63846, -6.98851, -3.66707], [4.56308, 3.79866, -6.51367], [-1.92028, -4.43341, -1.42707], [-0.49399, -9.27047, -4.01937], [-1.48946, -1.23104, -3.43548], [-0.67018, 4.74173, -8.90970], [4.36855, 1.51404, 4.58276], [0.16038, -3.32029, -0.44852], [2.76917, 1.24057, 5.31940], [-0.85556, -6.05434, -3.43839], [-1.59072, 3.37588, -9.56254], [-5.39701, 1.43178, 11.53278], [7.27189, 4.05691, -4.62633], [-0.86062, -0.01231, 4.92733], [-1.84814, 3.10354, 6.69347], [-6.15200, 3.03302, 11.48621], [-1.14223, 1.23201, -8.16315], [2.01660, 3.16347, -2.01251], [2.22252, -0.89445, 4.04654], [-2.86878, -3.64932, -0.19768], [-1.00985, 5.14222, -6.80287], [2.14685, -1.38864, -3.80642], [2.95441, 0.71312, 1.22849], [0.32555, -6.15243, -2.13044], [1.61239, -0.53303, 2.42440], [-2.20984, -8.72322, -1.22665], [-0.68313, -4.44113, 0.58318], [4.54091, 4.53836, -2.86443], [-0.28638, -0.51447, -1.21854], [1.21720, 2.72235, -3.50739], [-2.16481, -0.90747, 5.74312], [-2.24868, 1.64664, -6.83066]],
  "forces_ev_per_angstrom": [[-0.011, -0.058, 0.005], [0.020, -0.019, -0.019], [-0.060, 0.015, -0.031], [0.067, 0.185, -0.112], [0.015, -0.141, -0.040], [-0.009, -0.296, -0.028], [-0.244, -0.064, 0.165], [-0.001, -0.015, -0.004], [-0.035, -0.046, 0.042], [-0.269, 0.149, -0.286], [0.022, 0.009, 0.021], [-0.017, -0.087, 0.025], [-0.037, -0.072, 0.053], [0.067, -0.085, -0.071], [0.123, -0.019, -0.005], [-0.108, -0.024, 0.013], [-0.070, 0.020, -0.107], [-0.035, -0.021, 0.061], [-0.127, -0.026, 0.423], [-0.088, -0.042, -0.064], [0.035, 0.047, 0.051], [0.184, 0.237, 0.075], [0.149, 0.486, 0.229], [0.204, 0.226, -0.002], [-0.573, -0.408, 0.152], [-0.016, 0.030, 0.044], [0.438, -0.193, 0.069], [0.113, -0.049, 0.006], [0.029, 0.161, -0.016], [-0.047, 0.291, -0.003], [-0.089, 0.012, 0.126], [-0.005, 0.189, 0.047], [0.072, 0.021, -0.111], [0.056, 0.187, 0.050], [-0.003, -0.008, -0.089], [-0.031, -0.003, -0.071], [-0.080, -0.004, 0.081], [-0.013, -0.133, 0.093], [-0.183, -0.649, -0.025], [0.279, 0.134, 0.077], [-0.051, 0.003, 0.152], [0.037, 0.090, -0.253], [-0.029, 0.194, 0.036], [0.055, -0.203, -0.289], [0.069, 0.021, -0.110], [0.031, 0.526, -0.117], [-0.137, 0.005, -0.136], [0.150, -0.004, -0.050], [0.109, -0.029, -0.120], [0.024, 0.002, 0.087], [0.009, 0.009, 0.042], [-0.042, -0.011, 0.029], [-0.068, 0.044, -0.043], [0.041, -0.008, 0.007], [0.032, -0.025, -0.004], [-0.097, -0.165, 0.078], [0.018, -0.008, -0.010], [-0.080, 0.019, 0.053], [-0.029, -0.026, -0.032], [0.002, 0.032, -0.043], [-0.095, 0.012, -0.014], [0.083, 0.074, 0.096], [-0.035, -0.071, -0.007], [-0.017, 0.001, 0.015], [-0.189, -0.153, -0.056], [-0.001, -0.050, -0.013], [-0.014, 0.003, -0.015], [0.005, -0.001, 0.026], [0.027, -0.065, -0.044], [-0.100, -0.219, 0.044], [-0.038, 0.006, 0.015], [0.020, 0.015, 0.014], [0.043, 0.002, -0.025], [0.234, 0.314, 0.085], [0.104, 0.075, 0.146], [0.005, -0.024, -0.005], [0.005, 0.005, 0.010], [0.005, -0.045, -0.135], [0.009, -0.051, -0.002], [0.003, 0.035, -0.161], [0.001, 0.014, 0.017], [-0.001, 0.029, 0.029], [0.148, 0.108, -0.027], [-0.049, 0.010, -0.009], [0.025, 0.022, -0.012], [0.020, 0.029, -0.039], [-0.033, 0.005, 0.033], [0.038, -0.017, -0.027], [0.014, -0.111, -0.012], [-0.011, -0.021, 0.002], [-0.007, 0.015, -0.015], [0.031, 0.044, -0.031], [0.108, -0.072, 0.101], [-0.090, -0.064, -0.023], [-0.110, -0.107, -0.016], [0.006, -0.008, -0.005], [0.011, -0.073, 0.059], [-0.008, 0.014, 0.005], [0.010, 0.027, -0.023], [0.022, 0.005, -0.040], [0.004, 0.001, -0.009], [0.101, -0.092, -0.033], [-0.006, -0.022, 0.058], [-0.058, 0.169, 0.023], [0.026, -0.103, -0.092], [-0.032, 0.013, 0.003], [0.021, -0.082, 0.006]],
  "lowdin_charge": [0.66, 0.00, 0.08, 0.10, 0.01, 0.04, -0.15, 0.01, 0.01, -0.12, 0.00, 0.01, -0.19, -0.20, -0.20, -0.19, -0.19, -0.20, -0.18, -0.35, -0.35, -0.05, -0.17, -0.29, -0.09, -0.34, -0.28, -0.06, -0.06, -0.04, -0.06, -0.35, -0.04, -0.04, -0.36, -0.35, -0.03, -0.06, 0.14, -0.51, -0.77, -0.11, -0.05, -0.16, -0.03, -0.07, -0.03, -0.06, 0.13, 0.08, 0.09, 0.09, 0.12, 0.07, 0.10, 0.13, 0.09, 0.09, 0.06, 0.09, 0.08, 0.12, 0.07, 0.08, 0.15, 0.09, 0.08, 0.07, 0.10, 0.10, 0.09, 0.13, 0.09, 0.05, 0.10, 0.09, 0.13, 0.08, 0.09, 0.11, 0.08, 0.09, 0.11, 0.08, 0.09, 0.09, 0.09, 0.09, 0.06, 0.14, 0.08, 0.09, 0.08, 0.10, 0.12, 0.13, 0.14, 0.11, 0.09, 0.05, 0.13, 0.13, 0.10, 0.16, 0.09, 0.09, 0.10],
  "smiles": "C#C[C@H](OCCCCC(=O)O)[C@H](CC(=O)Br)OC.CN(C)C=O.CN(C)C=O.CN(C)C=O.CN(C)C=O.CN(C)C=O.CN(C)C=O",
  "orbital_gap_ev": 9.034
}


No. 2
{
  "formula": "C30H59F4NO11P2",
  "method": "ωB97M-V with the def2-TZVPD basis set",
  "species": ["P", "P", "F", "F", "F", "F", "O", "O", "O", "O", "O", "O", "O", "O", "O", "O", "O", "N", "C", "C", "C", "C", "C", "C", "C", "C", "C", "C", "C", "C", "C", "C", "C", "C", "C", "C", "C", "C", "C", "C", "C", "C", "C", "C", "C", "C", "C", "C", "H", "H", "H", "H", "H", "H", "H", "H", "H", "H", "H", "H", "H", "H", "H", "H", "H", "H", "H", "H", "H", "H", "H", "H", "H", "H", "H", "H", "H", "H", "H", "H", "H", "H", "H", "H", "H", "H", "H", "H", "H", "H", "H", "H", "H", "H", "H", "H", "H", "H", "H", "H", "H", "H", "H", "H", "H", "H", "H"],
  "positions_angstrom": [[2.00502, 0.68416, -6.86330], [2.53774, 0.26552, -4.76444], [-2.78956, 1.03970, -4.90612], [-3.26252, 2.72810, -3.66095], [1.69269, 3.68529, -3.58388], [-2.35178, 0.97704, -2.79875], [1.18211, -6.59494, 7.95022], [1.45979, 0.38303, -3.76189], [-1.20334, -1.64876, 3.25807], [3.18304, -1.19653, -4.88444], [-1.91052, -6.09213, 5.55094], [-7.03873, -2.00605, -3.14600], [4.49050, 7.60475, -4.87587], [3.75108, 1.27769, -4.51092], [0.27301, 2.48075, 1.01468], [0.85092, 1.85849, -6.52039], [2.41106, 3.45452, -6.57597], [0.42060, 3.87859, -5.53272], [-6.26201, -0.88909, -3.58247], [-0.86816, 1.76801, 1.49792], [0.02701, -6.12074, 8.64839], [-0.95945, 2.31378, -4.10022], [-0.23405, -1.38916, 4.27491], [5.66106, 7.22164, -5.59973], [6.80848, 8.03085, -5.00876], [-0.91015, 3.31815, -5.24732], [-0.43280, -5.69456, 3.74942], [-2.36418, -1.40483, 5.29838], [0.18775, 0.41170, -0.12458], [4.85581, 8.35180, -3.71578], [-6.19443, -3.14096, -2.95843], [-2.51965, -1.48066, 3.78514], [-4.85512, -2.78552, -3.59189], [-1.85550, -5.35940, 3.30866], [0.52386, -5.65893, 10.01308], [-2.68502, -6.09687, 4.35144], [-1.19537, 0.72167, 0.44274], [-0.57118, -5.67757, 5.26614], [6.36126, 8.17998, -3.55546], [1.33010, 3.09624, -6.22949], [1.93733, -5.18308, 9.68384], [-0.99112, -0.74757, 5.43087], [-4.80303, -1.27377, -3.37497], [-2.34122, 1.77443, -3.87192], [0.84223, 1.78591, -0.09747], [1.02412, 4.60403, -4.42619], [1.97701, 5.72876, -4.81942], [2.36757, -6.21016, 8.64459], [5.49781, 7.41618, -6.66006], [-6.08470, -3.33016, -1.88466], [7.77217, 7.53677, -5.12317], [3.72881, 1.61039, -3.59742], [-4.13099, -0.75882, -4.05507], [-1.67917, 2.47741, 1.66979], [-3.64598, -5.61985, 4.55166], [0.71608, -0.27602, 0.54060], [2.80440, -7.09438, 9.12148], [-1.70111, -0.14850, 0.85950], [-6.55997, -0.00879, -3.01163], [-0.70749, -6.92390, 8.70527], [-6.47341, -0.70200, -4.64113], [-6.66878, -4.01129, -3.41421], [0.17104, -0.02129, -1.12421], [-0.15448, -6.69301, 3.40475], [-1.56031, 4.17380, -5.02356], [1.92509, 1.74480, 0.03358], [2.60331, -5.15376, 10.54512], [-0.64024, 2.75063, -3.14595], [6.58208, 7.26686, -2.99864], [0.12522, -6.34120, 5.77545], [-0.42952, -4.66180, 5.65855], [0.22338, -2.33767, 4.57923], [-1.07314, 0.33109, 5.28018], [-2.95407, -0.55905, 3.38160], [6.82590, 9.01652, -3.03562], [0.31329, -4.98791, 3.38767], [-2.08554, -5.66795, 2.28960], [-2.34317, -2.40930, 5.72856], [-0.30993, 1.44829, -4.28042], [5.82473, 6.14650, -5.46806], [-4.86914, -3.01174, -4.66044], [0.62949, 2.34268, -1.01725], [-2.01846, -4.28205, 3.38207], [0.56367, -6.50007, 10.70840], [-4.02120, -3.32202, -3.14105], [3.42653, -1.52064, -3.99824], [-1.28718, 2.85810, -6.16416], [1.73299, 6.66204, -4.30607], [0.18604, 4.99138, -3.83304], [-2.87109, -7.13370, 4.05020], [2.99890, 5.44795, -4.54302], [1.98516, 5.88225, -5.90038], [-0.51120, -0.92199, 6.39289], [4.28873, 7.97678, -2.86208], [-0.61422, 1.29290, 2.45327], [4.59133, 9.40329, -3.87136], [0.54554, -0.74672, 3.86242], [-0.10899, -4.88681, 10.44847], [3.08620, -5.81780, 7.92362], [-3.16876, -0.84643, 5.77441], [-0.41567, -5.29273, 8.08570], [1.90571, -4.18460, 9.24217], [-1.82872, 1.15098, -0.33587], [1.06278, -0.36552, -6.84440], [6.86786, 9.01094, -5.48663], [-4.49254, -1.05155, -2.35179], [-3.13740, -2.32081, 3.46377]],
  "forces_ev_per_angstrom": [[0.351, -0.043, -0.363], [-0.364, 0.067, 0.086], [-0.001, -0.062, -0.327], [-0.152, 0.306, 0.045], [-0.122, 0.187, -0.145], [-0.085, -0.272, 0.350], [-0.010, -0.032, -0.034], [0.375, -0.085, -0.064], [0.008, -0.017, -0.083], [0.125, 0.206, 0.306], [-0.011, -0.009, 0.045], [-0.031, 0.002, 0.009], [-0.021, 0.029, -0.013], [-0.025, -0.212, 0.364], [0.001, 0.037, 0.020], [-0.386, -0.230, 0.248], [1.042, 0.161, 0.006], [0.114, -0.665, 0.650], [0.025, -0.002, -0.049], [0.057, -0.068, 0.025], [0.049, 0.048, 0.068], [0.155, -0.141, 0.124], [0.009, -0.022, 0.036], [0.029, -0.031, 0.020], [-0.012, 0.041, -0.003], [-0.225, 0.198, -0.106], [-0.030, -0.066, 0.000], [0.036, -0.044, 0.016], [0.028, -0.058, 0.037], [0.028, 0.028, -0.005], [0.034, 0.010, 0.032], [-0.035, 0.018, 0.042], [-0.016, 0.009, -0.037], [-0.013, 0.100, -0.011], [-0.009, -0.029, 0.021], [0.043, -0.016, -0.020], [-0.086, 0.003, -0.072], [-0.004, 0.062, -0.067], [0.008, -0.045, 0.003], [-0.744, 0.273, -0.161], [-0.020, 0.035, -0.022], [-0.025, 0.031, -0.018], [-0.049, -0.094, 0.067], [0.280, 0.026, -0.058], [-0.039, -0.005, -0.040], [-0.289, 0.559, -0.225], [0.373, -0.313, -0.045], [0.001, -0.014, 0.039], [-0.019, 0.003, 0.003], [0.014, -0.016, -0.005], [-0.003, -0.007, 0.016], [-0.059, 0.128, -0.271], [-0.005, -0.010, -0.010], [0.012, 0.021, -0.007], [-0.001, -0.004, 0.013], [0.000, 0.007, 0.005], [0.015, 0.012, 0.009], [0.048, -0.013, 0.025], [-0.013, -0.009, 0.007], [0.012, -0.014, -0.037], [0.014, 0.019, 0.001], [-0.014, 0.008, 0.001], [-0.018, 0.033, -0.012], [0.007, -0.002, 0.016], [0.123, -0.177, -0.069], [0.000, 0.016, 0.007], [-0.010, -0.009, 0.007], [-0.025, 0.019, -0.226], [-0.010, 0.001, 0.003], [-0.016, 0.004, 0.025], [0.041, 0.006, -0.019], [0.007, 0.007, 0.017], [0.011, -0.001, -0.010], [0.000, 0.006, 0.013], [0.003, 0.007, -0.017], [-0.021, 0.021, -0.004], [0.007, -0.019, 0.005], [-0.008, -0.009, -0.017], [-0.142, 0.293, 0.047], [0.017, 0.000, -0.012], [-0.005, -0.004, 0.002], [0.022, -0.017, -0.009], [0.020, -0.003, -0.015], [-0.007, -0.004, -0.006], [0.000, 0.013, 0.012], [-0.079, -0.115, -0.358], [0.061, 0.096, 0.146], [-0.014, -0.181, -0.086], [0.185, -0.132, -0.101], [-0.006, 0.004, -0.010], [-0.235, 0.089, -0.042], [-0.125, 0.075, 0.243], [-0.012, -0.015, 0.003], [-0.012, -0.008, -0.012], [-0.021, -0.012, 0.002], [0.013, 0.006, 0.019], [-0.007, -0.003, -0.020], [0.010, 0.010, -0.004], [-0.008, -0.007, -0.012], [0.015, 0.018, 0.003], [-0.023, 0.000, 0.012], [0.004, -0.005, -0.009], [-0.005, 0.011, 0.019], [-0.099, -0.026, 0.076], [-0.005, -0.004, -0.006], [0.005, 0.016, -0.006], [-0.004, 0.016, -0.034]],
  "lowdin_charge": [0.94, 0.29, 0.13, 0.14, -0.02, 0.13, -0.16, -0.31, -0.16, -0.18, -0.14, -0.14, -0.16, -0.17, -0.14, -0.34, 0.10, 0.02, -0.20, -0.20, -0.20, -0.06, -0.20, -0.20, -0.17, -0.12, -0.16, -0.16, -0.16, -0.20, -0.21, -0.21, -0.17, -0.16, -0.17, -0.20, -0.16, -0.21, -0.17, -0.62, -0.17, -0.16, -0.17, -0.64, -0.20, -0.31, -0.01, -0.20, 0.12, 0.12, 0.11, 0.09, 0.09, 0.12, 0.11, 0.11, 0.12, 0.10, 0.12, 0.12, 0.12, 0.11, 0.10, 0.11, 0.13, 0.11, 0.11, 0.13, 0.11, 0.11, 0.11, 0.11, 0.11, 0.12, 0.11, 0.11, 0.11, 0.11, 0.10, 0.12, 0.11, 0.10, 0.09, 0.11, 0.11, 0.09, 0.13, 0.08, 0.15, 0.12, 0.08, 0.09, 0.11, 0.12, 0.11, 0.12, 0.11, 0.11, 0.12, 0.11, 0.11, 0.11, 0.10, -0.05, 0.11, 0.11, 0.11],
  "smiles": "C[C@H](F)N(CCC(F)(F)F)C(=O)OPP(=O)(O)O.C1CCOC1.C1CCOC1.C1CCOC1.C1CCOC1.C1CCOC1.C1CCOC1",
  "de_lowest_kj_mol": 0.0,
  "orbital_gap_ev": 9.531
}